Molecular formula: C5H8CrFNO9P
Method: DFT, wB97M-V/def2-TZVPD

Spin multiplicity ... 4
HOMO-LUMO gap (spin up / spin down) ... 3.8 / 3.9 eV
Charge ... -2

Positions of all 26 atoms, in Å:
1 H 1.628 14.104 -23.248
2 Cr 3.329 12.375 -18.393
3 H 2.010 12.312 -23.356
4 H 1.500 12.031 -15.427
5 O 3.541 11.878 -12.939
6 O 4.165 14.148 -17.812
7 O 6.855 13.388 -17.951
8 O 3.041 10.698 -14.733
9 C 2.349 13.143 -21.501
10 C 1.604 13.128 -22.763
11 H 0.531 12.843 -17.884
12 O 4.473 9.836 -13.199
13 H 2.617 13.646 -13.661
14 O 3.225 10.515 -19.103
15 C 2.474 11.987 -14.947
16 H 3.149 12.572 -15.576
17 C 2.503 12.565 -13.582
18 O 5.159 12.685 -18.900
19 O 4.668 11.990 -16.999
20 N 2.971 13.124 -20.538
21 H 0.540 13.038 -22.538
22 H 2.327 10.232 -19.315
23 O 1.484 12.804 -17.936
24 F 1.310 12.290 -12.939
25 C 3.784 10.716 -13.625
26 P 5.384 13.289 -17.415

Force components x, y, z for each atom (eV/Å):
0.6 -0.1 -0.2
2.8 -0.5 -1.4
-0.3 0.1 -0.3
0.0 -0.7 0.0
-0.1 0.8 0.3
-1.7 4.8 4.2
0.7 2.4 5.7
0.2 -0.7 0.0
0.2 0.3 -0.1
-0.2 0.4 0.8
0.1 -0.2 -0.2
-0.1 0.5 -0.2
0.3 0.0 0.8
-0.5 0.3 0.0
0.6 0.8 -0.4
0.1 -0.3 -0.3
-0.1 0.0 -0.8
-1.5 -2.5 -5.3
-0.5 -1.7 6.5
-0.8 0.0 -0.2
0.0 -0.7 0.0
0.0 0.1 0.2
-0.8 0.2 0.4
-0.2 0.1 0.7
-0.7 -0.6 -0.3
1.8 -2.9 -9.9

Atom charges from the natural (NBO) analysis, given in e for atoms 1 to 4: H 0.2318; Cr 1.2847; H 0.2448; H 0.2399

Molecular formula: C5H8CsO3
Method: DFT, wB97M-V/def2-TZVPD

HOMO-LUMO gap ... 9.0 eV
Energy above the lowest of the compared OMol25 structures with the same formula, charge and spin ... 0.00 kJ/mol
Charge ... +1

Positions of all 17 atoms, in Å:
1 H 4.070 1.336 -1.065
2 H -6.666 -0.768 -1.692
3 H -4.683 0.790 -1.671
4 C 2.822 -1.421 0.077
5 H -6.559 -0.963 0.101
6 Cs -0.442 -0.046 1.106
7 H 2.657 -3.364 -0.626
8 O -4.071 -0.297 -0.095
9 O 3.706 -0.555 -0.387
10 C -4.949 0.109 -0.835
11 H 3.233 -3.228 1.004
12 H 4.392 -2.881 -0.351
13 H -6.989 0.620 -0.659
14 O 2.297 1.210 -0.050
15 C 3.325 0.782 -0.474
16 C 3.356 -2.783 0.001
17 C -6.374 -0.290 -0.743

Force components x, y, z for each atom (eV/Å):
-0.1 -0.1 0.3
0.1 0.1 0.3
-0.1 0.0 0.2
-0.8 0.1 0.2
0.1 0.2 -0.2
0.1 0.0 -0.2
0.2 0.2 0.1
-0.2 0.4 -0.3
0.5 -0.3 -0.1
0.7 -0.4 0.2
0.1 0.1 -0.3
-0.2 0.0 0.0
0.1 -0.3 0.0
0.5 0.0 -0.1
-0.8 0.3 -0.2
0.3 -0.3 0.1
-0.4 0.1 0.0

Atom charges from the natural (NBO) analysis, given in e for atoms 1 to 4: H 0.1648; H 0.2506; H 0.1139; C 0.2547

Computed values of E_tot (unit: eV) for the preceding records, in sequence: -65658.882 -11997.275.